# 1
This record from OMol25 describes C4H3NO2 as an isolated structure. The level of theory is the ωB97M-V functional and the def2-TZVPD basis.

XYZ file:
```
10
Properties=species:S:1:pos:R:3:lowdin_charge:R:1
C -0.606 -0.220 -0.905 -0.1362
C 2.325 -0.620 -0.497 -0.2907
C 0.155 -0.448 0.239 -0.0519
C 0.771 0.922 -0.116 -0.2791
N -0.078 0.958 -1.265 0.0630
O 2.936 -1.603 -0.601 0.2285
O 2.199 0.613 -0.510 0.1334
H -1.369 -0.766 -1.428 0.1056
H 0.034 -0.994 1.150 0.0784
H 0.796 1.784 0.546 0.1490
```

Values from the calculation:
HOMO energy (spin up / spin down) (eV): -8.07 / -8.08
Charge: 0



# 2
This record from OMol25 describes one molecule with the formula C4H3NO2. The level of theory is the ωB97M-V functional and the def2-TZVPD basis.

XYZ file:
```
10
Properties=species:S:1:pos:R:3:lowdin_charge:R:1
C -1.266 -0.027 0.059 -0.0557
C -0.468 1.168 0.062 -0.0456
C -0.488 -1.138 -0.053 -0.1225
C 0.808 0.819 0.182 -0.1064
N 0.771 -0.832 0.356 0.0315
O 2.145 0.694 -0.147 0.0227
O 2.122 -0.720 -0.272 -0.0018
H -2.294 0.096 0.072 0.0817
H -0.730 2.144 -0.093 0.0807
H -0.599 -2.205 -0.165 0.1154
```

Values from the calculation:
HOMO energy (eV): -8.76
SMILES: c1cc2oon2c1
Charge: 0



# 3
This record from OMol25 describes one molecule with the formula C4H3NO2. The level of theory is the ωB97M-V functional and the def2-TZVPD basis.

XYZ file:
```
10
Properties=species:S:1:pos:R:3:lowdin_charge:R:1
N 2.153 -0.226 -0.011 0.1770
C 0.925 0.083 -0.007 -0.4131
C -0.180 -0.865 -0.184 0.0720
C -1.362 -0.272 0.255 -0.1189
C -0.984 1.196 0.314 -0.1948
O -1.365 0.759 -0.863 0.1050
O 0.405 1.332 0.345 0.0363
H 2.754 0.575 0.178 0.0687
H -0.040 -1.865 -0.557 0.1265
H -2.308 -0.717 0.531 0.1414
```

Values from the calculation:
HOMO energy (spin up / spin down) (eV): -9.10 / -9.58
Charge: 0



# 4
This record from OMol25 describes one molecule with the formula C4H3NO2. The level of theory is the ωB97M-V functional and the def2-TZVPD basis.

XYZ file:
```
10
Properties=species:S:1:pos:R:3:lowdin_charge:R:1
O 2.924 0.421 0.526 0.0828
C 2.030 0.078 -0.205 -0.1762
C 0.545 0.232 0.095 -0.4712
N -0.143 -0.583 -0.663 0.0736
C -1.493 -0.686 -0.285 -0.1449
C -1.807 0.366 0.447 0.2306
O 0.020 0.977 0.990 0.0541
H 2.191 -0.431 -1.183 0.1255
H -2.013 -1.639 -0.534 0.1379
H -2.255 1.265 0.813 0.0878
```

Values from the calculation:
HOMO energy (eV): -9.87
Charge: 0



The following calculated total energy values (in Eh) correspond, in order, to the records above: -359.2993, -359.1574, -359.2737, -359.3184.
The following relative energy (zero: lowest compared OMol25 entry of this formula, charge and spin) values (in eV) correspond, in order, to the records above: 4.6536, 8.5160, 5.3520, 4.1345.